# 1
Entry from the OMol25 dataset: a 14-piece molecular cluster, H27O14 overall (the ωB97M-V functional and the def2-TZVPD basis).

```
41
Properties=species:S:1:pos:R:3:forces:R:3
O 2.54288 -2.50880 2.02160 -0.3 -0.8 1.7
H 1.76375 0.11787 -0.36866 -0.2 0.0 0.1
O 0.55709 1.78347 -0.94745 1.2 -2.1 0.7
H 3.02709 -1.75638 1.70092 0.3 -0.1 -1.4
H 2.39054 -1.26838 -4.46636 0.4 -0.4 -0.1
O -0.99720 -1.04932 0.80892 -0.9 -0.6 -0.2
H 1.30241 -0.49511 -3.74954 0.7 0.5 -0.5
H -0.82408 3.23756 -1.30517 -0.6 0.2 -0.5
O -0.35637 4.01318 -1.01204 0.1 1.6 0.4
H 2.90422 0.91113 1.16184 0.6 0.6 1.2
H -0.03080 3.68897 -0.16564 0.2 0.3 -0.1
O 3.84373 0.72058 1.26842 0.3 -1.4 -2.5
H -4.52613 2.30459 -0.79432 -0.5 0.4 -0.3
H -1.99924 1.53451 -1.86432 -0.4 -0.3 -0.5
O -1.93193 1.66559 -0.92057 2.4 0.4 0.8
H 1.59551 -1.33544 -0.63614 -0.5 0.7 0.4
H 0.37247 -4.51852 0.89434 -0.4 -0.4 0.3
O -4.15170 3.19536 -0.69623 0.3 -1.0 0.5
H 2.81668 -0.80669 3.23874 -0.7 0.0 0.8
H -0.83987 1.79197 -0.82614 -2.2 -0.9 -0.2
O 1.89991 -0.45809 -4.57132 -1.0 0.0 0.9
H -1.18789 -0.36977 1.46134 0.5 0.2 -0.3
H 0.59875 0.74602 -1.35967 -0.7 0.0 -0.9
O 3.19842 -0.03793 3.67359 0.9 0.9 0.5
H 2.77126 0.31040 4.46730 -0.4 -1.0 -0.5
H -0.25442 -0.76664 0.21961 -0.2 0.3 0.7
O -3.93105 -1.31703 3.09495 -1.0 1.5 -1.1
H -4.57294 -0.61873 2.72656 1.7 -1.6 0.7
H -3.16953 -1.34068 2.48039 -0.7 0.1 0.3
O 0.92829 -3.91904 0.41001 0.5 -0.3 -0.5
H -3.26092 2.86115 -0.44358 0.0 0.7 -0.4
H -0.27791 -0.68608 -2.40848 0.2 0.3 0.2
O 1.42536 -0.67011 0.07225 1.8 -0.8 0.7
H -4.04189 -1.13629 -1.27154 0.1 0.0 0.0
H 0.53292 -3.05867 0.55030 -0.3 0.6 0.2
O 0.59676 -0.40524 -2.09738 -0.6 -0.1 -1.4
H 4.41882 1.10312 1.91127 -0.8 0.8 0.9
H 2.35944 -3.26261 1.42840 0.4 1.1 -0.2
O -3.64929 -0.26772 -1.40572 0.5 -0.1 0.9
H 1.10377 2.24083 -1.57625 0.0 0.7 -0.4
H -2.94692 -0.17303 -0.70421 -0.7 0.0 -1.0
```
Positions in Å, forces in eV/Å.

Its frontier orbital gap is 8.87 eV. The relative energy (zero: lowest compared OMol25 entry of this formula, charge and spin) is 82.1 kcal per mole. Its maximum force is 0.057 hartree/bohr. As for the charge: -1. For the LUMO energy, the calculation gives 2.6 eV.

These are the natural (NBO) partial charges, in e, on atoms 1 to 6: -1.0201, 0.4844, -1.0461, 0.4933, 0.4467, -1.0219

# 2
Entry from the OMol25 dataset: H28MgO22S2 as an isolated structure (the ωB97M-V functional and the def2-TZVPD basis).

```
53
Properties=species:S:1:pos:R:3:forces:R:3
Mg -2.31658 1.74723 -0.61837 0.8 -0.4 1.3
S -4.11876 1.25944 2.10787 -2.0 0.0 2.3
O -3.75838 -0.03638 2.66133 1.0 -0.5 -0.4
O -5.54749 1.21967 1.73746 -0.2 0.6 -0.4
O -3.78406 2.32967 3.06234 -0.1 0.4 -0.1
O -3.36492 1.59246 0.86229 0.3 0.4 -1.4
S 0.21620 -0.35103 -0.00528 -0.5 0.6 0.9
O -0.03222 -1.75002 -0.34243 0.2 -0.4 0.0
O 0.84463 -0.26089 1.36300 -0.4 0.2 -2.1
O 1.10509 0.27746 -1.02710 0.0 -0.2 -0.4
O -1.05133 0.38572 -0.04309 0.7 -0.7 0.2
O -3.44077 0.36015 -1.48477 -0.8 -0.5 -1.3
H -3.15349 -0.35743 -2.05881 0.2 0.1 0.1
H -4.40323 0.37737 -1.56101 0.0 0.1 0.6
O -2.04387 -3.39650 1.07967 0.0 -0.2 -0.4
H -2.89136 -3.41481 0.62481 0.0 0.2 0.1
H -1.46733 -2.86645 0.50597 -0.1 -0.1 0.4
O 3.24797 2.33242 -2.97496 -0.3 0.0 -0.3
H 4.01600 2.33944 -2.39879 -0.1 -0.1 0.1
H 2.49563 2.41556 -2.36338 0.5 0.3 -0.1
O 3.41966 -0.33184 2.45672 0.0 0.2 0.0
H 2.60053 -0.14231 1.96131 0.3 -0.4 0.2
H 3.93949 -0.86765 1.85065 -0.1 0.1 -0.2
O -1.10223 1.82630 -2.26704 0.3 -0.2 -0.7
H -0.40287 1.17387 -2.05389 0.2 0.2 0.3
H -1.00317 2.00207 -3.20636 -0.1 0.2 0.1
O -1.16519 3.07520 0.36628 -0.2 1.5 -0.2
H -1.73365 3.71711 0.81187 -0.1 -0.4 0.3
H -0.35194 3.04372 0.90039 0.1 -0.5 0.0
O 1.38280 -1.27789 -3.96318 -0.1 0.2 -0.2
H 0.55921 -1.78001 -3.86952 0.2 -0.1 0.4
H 1.45591 -0.77354 -3.14160 0.0 -0.1 0.0
O 1.73225 2.85429 -0.66399 0.3 -0.4 -0.2
H 1.87114 2.96759 0.28907 -0.1 -0.1 -0.1
H 1.65830 1.87242 -0.76776 -0.2 0.7 0.4
O 0.59264 -2.70698 2.52598 0.0 0.1 -0.4
H 1.52397 -2.93764 2.58390 0.0 0.1 0.0
H 0.57442 -1.91326 1.94572 0.1 -0.7 0.9
O 3.61434 -0.62724 -0.99784 -0.3 0.1 0.1
H 3.52815 -1.56964 -1.16733 0.0 0.1 -0.1
H 2.68501 -0.27544 -1.05608 0.8 -0.4 0.1
O -0.78387 -2.82864 -2.68772 -0.1 0.3 0.2
H -1.58529 -2.36223 -2.94228 0.0 -0.1 0.1
H -0.57599 -2.49302 -1.77318 0.0 -0.2 -0.7
O 1.00016 2.37228 1.93488 0.6 -0.4 -0.3
H 1.08135 1.39741 1.72101 -0.4 0.8 0.4
H 1.53422 2.49376 2.72591 -0.3 -0.1 0.2
O -0.17126 0.30357 3.84580 -0.2 0.3 -0.2
H -0.02498 0.12305 2.89696 -0.3 -0.1 0.8
H -1.10807 0.55454 3.90255 0.2 -0.2 -0.2
O 1.45478 -4.07371 -0.37315 0.0 0.2 0.1
H 2.28674 -3.77113 -0.74675 -0.1 0.0 -0.1
H 0.96173 -3.24809 -0.16807 0.3 -0.6 0.0
```
Positions in Å, forces in eV/Å.

Its frontier orbital gap is 5.00 eV. The relative energy (zero: lowest compared OMol25 entry of this formula, charge and spin) is 0.0 kcal per mole. Its maximum force is 0.059 hartree/bohr. As for the charge: -2. For the LUMO energy, the calculation gives 3.2 eV.

These are the natural (NBO) partial charges, in e, on atoms 1 to 6: 1.8162, 2.6102, -1.0594, -1.1090, -1.0984, -1.2766

# 3
Entry from the OMol25 dataset: a 13-piece molecular cluster, H28NO12 overall (the ωB97M-V functional and the def2-TZVPD basis).

```
41
Properties=species:S:1:pos:R:3:forces:R:3
N -0.00974 -0.19625 -0.06154 2.7 -6.7 6.2
H 0.25992 -1.03976 -0.57073 -0.5 -0.2 -0.1
H 0.74067 -0.20079 0.80202 -3.0 0.0 -1.9
H -0.97119 -0.10202 0.10819 -1.9 -0.3 1.1
H 0.24073 0.49971 -0.54496 2.7 7.3 -5.4
O 0.51144 -3.16756 -1.87462 0.4 0.1 -0.2
H 0.78856 -3.85954 -2.48259 0.3 0.1 -0.2
H -0.23701 -3.56801 -1.44346 -0.7 0.0 0.5
O -1.03317 -2.98254 0.89065 -9.1 10.6 -2.5
H -0.51790 -3.59543 0.97568 9.1 -10.7 1.9
H -0.92523 -2.33266 1.57539 0.1 0.1 0.7
O 2.68781 1.86877 0.21800 0.1 1.6 0.3
H 3.20808 2.43087 0.83030 -0.6 -0.2 -0.6
H 2.91459 0.99595 0.46893 0.5 -1.7 0.4
O 2.47831 -0.95827 -1.94941 -1.0 2.3 0.3
H 1.87608 -1.69837 -1.99872 1.1 -1.1 -0.1
H 3.43339 -0.94315 -1.90006 -0.3 -1.3 -0.1
O -2.48552 -0.07884 -1.92797 0.2 -1.1 3.6
H -1.79179 -0.24967 -2.50891 1.2 0.1 -2.3
H -3.23761 0.36822 -2.22503 -1.2 1.1 -1.5
O -4.08014 -1.56313 -0.15987 1.0 -2.4 1.2
H -4.82708 -1.07794 0.10779 -1.1 1.3 -0.4
H -3.47635 -1.26964 -0.82748 -0.1 1.1 -0.7
O 0.30565 -0.98837 3.04491 1.5 -11.1 -3.4
H 0.31795 -0.21347 3.37262 0.6 8.6 4.3
H 0.96360 -1.66082 3.49527 -2.1 2.6 -1.1
O 3.57878 -0.62652 1.38179 -3.7 0.5 -4.0
H 3.64896 -0.66196 2.25980 -0.4 -0.1 5.9
H 4.45284 -0.71177 1.18969 4.1 -0.4 -1.9
O 0.97673 3.92895 -0.43314 -0.1 -3.5 2.7
H 1.34920 2.90485 -0.29317 -1.3 4.1 -0.6
H 0.40292 4.03408 0.41595 1.4 -0.4 -2.4
O -2.53828 0.66075 1.70790 0.4 0.0 -2.8
H -3.40985 0.47886 1.33014 0.2 -0.2 0.4
H -2.57622 0.68078 2.62884 -0.5 -0.1 2.3
O -1.25457 3.07755 1.17436 -0.8 3.6 2.0
H -1.82696 2.32266 1.21930 -0.8 -0.7 0.2
H -1.73336 3.83965 1.73399 1.5 -2.7 -2.0
O 0.47501 1.53725 -3.03101 -0.4 1.7 -0.7
H 0.00488 2.40181 -3.20747 0.5 -1.4 0.6
H 1.31586 1.71577 -3.49139 -0.3 -0.5 0.4
```
Positions in Å, forces in eV/Å.

Its frontier orbital gap is 9.29 eV. The relative energy (zero: lowest compared OMol25 entry of this formula, charge and spin) is 95.1 kcal per mole. Its maximum force is 0.277 hartree/bohr. As for the charge: +1. For the LUMO energy, the calculation gives -2.9 eV.

These are the natural (NBO) partial charges, in e, on atoms 1 to 6: -0.8353, 0.4540, 0.4729, 0.4601, 0.4188, -0.9772

# 4
Entry from the OMol25 dataset: H28NeO14 as an isolated structure (the ωB97M-V functional and the def2-TZVPD basis).

```
43
Properties=species:S:1:pos:R:3:forces:R:3
Ne 0.36759 -0.32210 0.13253 0.0 0.0 0.0
O -2.88405 -2.18335 -0.36972 -0.8 0.3 0.5
H -2.42026 -2.30024 0.45941 0.2 -0.3 0.5
H -2.20318 -2.25881 -1.03827 0.4 -0.1 -0.8
O 0.33251 1.76710 3.21261 1.1 -0.1 0.6
H 0.90785 1.68120 2.45246 -0.2 -0.3 -0.2
H -0.52232 1.98794 2.84286 -1.1 0.2 -0.3
O 3.03606 -1.75131 0.85853 0.1 0.0 -0.6
H 3.49823 -0.91813 0.76670 0.1 0.2 0.0
H 3.72098 -2.38267 1.07877 0.2 -0.4 0.2
O -2.18618 2.27596 2.16457 0.4 0.3 0.6
H -2.60257 1.47518 1.84581 -0.6 -0.5 0.0
H -2.03583 2.79829 1.37666 0.2 0.4 -0.5
O 1.18034 -1.56032 2.79749 -0.4 -0.3 0.3
H 1.67409 -1.72490 1.99415 0.2 -0.1 -0.2
H 1.71089 -0.92602 3.27958 -0.2 0.3 0.3
O -1.10520 -2.46788 -2.43911 -0.4 -0.5 0.0
H -0.88991 -1.59296 -2.76222 0.0 0.7 -0.4
H -0.30299 -2.77073 -2.01370 0.4 -0.2 0.3
O 1.94274 1.19236 -3.46078 0.7 -0.4 -0.9
H 2.44357 0.51752 -3.00253 0.3 -0.1 0.0
H 1.48372 1.66405 -2.76576 -0.3 -0.1 0.4
O 2.18559 1.92663 0.93213 0.0 -0.2 -0.4
H 2.41494 2.58348 1.58953 0.0 0.5 0.2
H 2.99762 1.44212 0.78350 0.2 -0.1 0.0
O -1.62638 -2.00829 2.18141 -0.5 -0.2 -0.2
H -1.99842 -1.43407 2.85081 -0.1 0.2 0.2
H -0.68511 -2.00098 2.35512 0.6 0.2 0.2
O -0.51477 -0.02553 -3.68119 -0.7 -0.3 0.2
H -0.47898 -0.29032 -4.60035 -0.1 -0.1 -0.3
H 0.38941 0.19803 -3.46047 0.5 0.4 -0.2
O -3.72910 0.13534 1.20267 0.0 0.6 0.4
H -3.05557 -0.46675 0.88633 0.1 -0.5 -0.6
H -4.48463 -0.42365 1.38414 -0.2 -0.1 0.0
O 0.55008 2.22776 -1.50474 0.0 -0.2 -0.5
H 0.82607 3.01171 -1.97959 -0.1 0.7 0.0
H 1.17384 2.15255 -0.78259 0.3 0.0 0.9
O -1.30096 3.61033 -0.26834 -0.5 0.6 0.5
H -2.06492 3.81341 -0.80813 -0.3 0.1 0.0
H -0.80066 2.98086 -0.78767 0.2 -0.5 -0.1
O 1.30266 -3.24325 -1.16295 -0.1 -0.1 -0.1
H 1.92893 -2.65336 -0.74338 0.2 0.3 0.4
H 1.82441 -3.73614 -1.79626 0.1 -0.3 -0.2
```
Positions in Å, forces in eV/Å.

Its frontier orbital gap is 8.64 eV. The relative energy (zero: lowest compared OMol25 entry of this formula, charge and spin) is 21.0 kcal per mole. Its maximum force is 0.024 hartree/bohr. For the LUMO energy, the calculation gives -1.2 eV.

These are the natural (NBO) partial charges, in e, on atoms 1 to 6: -0.0007, -1.0035, 0.4792, 0.4928, -0.9871, 0.4509

The lowest frontier orbital gap belongs to which entry? H28MgO22S2